{
  "formula": "C44H67GeN6O2PReS",
  "method": "ωB97M-V with the def2-TZVPD basis set",
  "gap_ev": 8.72,
  "e_homo_ha": -0.574,
  "de_lowest_kcal_mol": 0.0,
  "total_charge": 3,
  "species": ["Re", "Ge", "S", "P", "O", "O", "N", "N", "N", "N", "N", "N", "C", "C", "C", "C", "C", "C", "C", "C", "C", "C", "C", "C", "C", "C", "C", "C", "C", "C", "C", "C", "C", "C", "C", "C", "C", "C", "C", "C", "C", "C", "C", "C", "C", "C", "C", "C", "C", "C", "C", "C", "C", "C", "C", "C", "H", "H", "H", "H", "H", "H", "H", "H", "H", "H", "H", "H", "H", "H", "H", "H", "H", "H", "H", "H", "H", "H", "H", "H", "H", "H", "H", "H", "H", "H", "H", "H", "H", "H", "H", "H", "H", "H", "H", "H", "H", "H", "H", "H", "H", "H", "H", "H", "H", "H", "H", "H", "H", "H", "H", "H", "H", "H", "H", "H", "H", "H", "H", "H", "H", "H", "H"],
  "xyz": [[0.341, 0.417, 0.004], [-1.576, 3.214, -1.475], [1.674, -0.403, -1.755], [0.327, 1.189, 3.322], [-0.997, -1.108, -0.517], [2.009, -1.247, -0.531], [-0.161, -0.014, 2.086], [-1.627, -1.854, 1.566], [1.362, 2.099, 2.480], [-2.109, -3.050, -0.387], [-1.006, 1.896, 3.865], [1.075, 0.398, 4.508], [-1.580, -0.521, 2.113], [2.813, 4.110, 2.607], [-2.292, -2.869, 2.408], [3.529, 3.652, 1.341], [-1.573, -1.993, 0.200], [-3.938, 2.685, 0.108], [0.499, 4.817, -2.749], [0.416, -0.756, 5.167], [2.131, 1.527, 1.381], [-3.649, 1.789, -4.836], [-1.975, 2.533, 2.933], [1.095, -1.442, -3.095], [-3.326, 2.396, -3.628], [-2.670, 1.135, -5.569], [1.795, 6.525, -1.657], [1.393, 3.581, 2.608], [2.615, -1.977, 5.119], [2.864, 1.504, -3.335], [-2.088, 4.041, 3.150], [1.123, -2.058, 4.807], [-1.044, 1.688, -3.890], [3.252, -0.759, 4.453], [-5.413, 4.342, 1.032], [-4.610, 5.348, 0.513], [-1.970, 4.420, 4.636], [-1.258, 2.123, 5.328], [-1.363, 1.086, -5.096], [-5.079, 3.008, 0.829], [3.537, 2.132, 1.275], [1.083, 6.317, -0.483], [-2.294, 3.222, 5.518], [-2.117, -3.182, -1.845], [1.498, 5.781, -2.791], [-0.644, 1.739, -0.479], [-2.021, 2.351, -3.145], [0.087, 5.351, -0.442], [-2.168, -4.226, 1.757], [1.893, -2.735, -3.187], [-2.736, -4.152, 0.358], [-0.207, 4.583, -1.570], [2.512, 0.512, 4.840], [3.165, 0.341, -2.402], [-3.464, 5.023, -0.204], [-3.115, 3.689, -0.407], [-0.958, 4.767, 4.868], [3.702, 0.657, -1.509], [-2.921, 0.675, -6.515], [2.748, -1.903, 6.202], [2.917, 1.393, 4.345], [-0.018, 1.665, -3.532], [-0.599, 0.595, -5.687], [-1.325, -3.857, -2.171], [4.126, 1.721, 2.098], [3.807, 1.946, -3.655], [1.619, 1.771, 0.374], [-2.295, 3.495, 6.573], [-1.120, -4.533, 1.722], [2.300, 0.457, 1.543], [0.855, 3.998, 1.752], [0.854, 3.855, 3.514], [3.350, 3.769, 3.498], [-6.312, 4.596, 1.578], [0.658, -2.880, 5.354], [0.039, -1.600, -2.884], [3.996, 1.780, 0.351], [0.245, 4.272, -3.652], [-3.295, 2.847, 5.296], [4.553, 4.024, 1.323], [-4.099, 2.910, -3.068], [4.298, -0.669, 4.745], [-2.532, -5.068, -0.195], [3.117, -2.892, 4.805], [2.948, -2.557, -3.393], [2.283, 2.278, -2.832], [-1.803, -2.856, 3.383], [2.575, 0.679, 5.918], [-2.855, 5.819, -0.618], [1.284, 6.930, 0.387], [-1.333, 4.561, 2.561], [-3.819, -4.007, 0.371], [-1.674, 2.316, 1.907], [-2.007, -2.210, -2.311], [-2.634, 5.251, 4.866], [-2.711, -4.967, 2.341], [-0.321, 2.414, 5.804], [-4.663, 1.836, -5.209], [-1.948, -0.575, 3.136], [3.233, -0.872, 3.361], [-3.344, -2.603, 2.548], [1.813, -3.313, -2.269], [2.334, 1.188, -4.234], [0.983, -2.275, 3.738], [2.028, 5.972, -3.715], [-3.053, 4.349, 2.746], [-4.882, 6.386, 0.654], [-2.943, 2.054, 3.090], [3.020, 4.063, 0.461], [-3.703, 1.640, -0.079], [1.176, -0.826, -3.993], [-3.078, -3.601, -2.139], [-0.497, 5.225, 0.464], [-5.725, 2.226, 1.208], [-0.639, -0.780, 4.892], [1.494, -3.325, -4.011], [3.733, -0.461, -2.876], [0.455, -0.589, 6.246], [0.402, -0.838, 2.327], [2.776, 5.199, 2.658], [2.560, 7.290, -1.697], [-1.598, 1.194, 5.787], [-2.187, 0.190, 1.554]],
  "forces_ev_per_a": [[0.001, -0.026, -0.295], [0.087, -0.008, -0.025], [-0.204, 0.078, 0.390], [-0.153, -0.206, 0.021], [-0.011, -0.136, 0.026], [0.010, -0.010, -0.161], [-0.172, -0.046, 0.230], [-0.058, 0.016, 0.007], [0.124, 0.333, 0.051], [-0.037, -0.007, 0.002], [0.175, 0.165, -0.066], [-0.135, -0.229, -0.123], [0.048, -0.013, -0.033], [0.042, -0.005, -0.012], [0.017, -0.001, -0.015], [-0.017, 0.015, 0.032], [0.048, 0.007, -0.026], [0.009, 0.015, 0.023], [-0.005, -0.031, -0.029], [0.075, 0.038, 0.038], [0.017, -0.311, 0.356], [-0.012, 0.004, 0.003], [-0.018, -0.051, 0.009], [0.040, -0.003, 0.011], [0.005, -0.008, -0.001], [-0.002, -0.004, 0.000], [-0.004, 0.001, -0.010], [-0.113, 0.000, -0.116], [-0.001, 0.002, 0.011], [0.023, 0.009, -0.032], [0.011, -0.022, 0.016], [0.004, 0.025, -0.018], [0.006, 0.007, 0.015], [-0.014, 0.005, 0.014], [-0.007, 0.001, 0.004], [-0.002, -0.002, 0.002], [0.005, -0.005, 0.002], [0.023, -0.038, 0.021], [0.003, -0.011, -0.009], [-0.007, -0.008, -0.002], [-0.120, 0.110, -0.192], [-0.011, 0.006, 0.024], [-0.021, 0.012, -0.026], [0.015, -0.004, 0.017], [0.000, 0.015, 0.000], [0.249, 0.052, 0.181], [-0.014, -0.008, -0.014], [0.024, 0.001, -0.019], [0.006, -0.001, 0.000], [-0.001, 0.004, -0.003], [-0.012, 0.011, 0.001], [-0.080, 0.002, -0.002], [0.026, 0.098, -0.039], [-0.002, -0.006, -0.005], [0.016, -0.004, 0.004], [-0.001, -0.009, 0.014], [0.006, -0.013, -0.011], [0.007, -0.013, 0.015], [0.001, 0.001, 0.000], [0.005, -0.006, -0.001], [0.007, -0.026, 0.025], [0.001, 0.003, -0.003], [0.001, 0.003, 0.001], [0.009, 0.013, -0.010], [0.002, -0.006, 0.029], [-0.003, -0.005, -0.003], [0.194, 0.281, -0.208], [0.008, -0.003, 0.001], [-0.001, -0.003, 0.002], [-0.057, 0.001, -0.008], [-0.018, 0.011, 0.007], [0.019, -0.012, 0.038], [-0.003, -0.011, -0.021], [0.001, -0.001, 0.000], [-0.004, 0.006, 0.004], [0.007, -0.013, 0.008], [0.020, -0.025, 0.011], [0.027, -0.017, 0.003], [-0.003, -0.006, 0.015], [0.000, -0.008, -0.016], [0.000, -0.001, -0.004], [0.002, 0.005, -0.004], [0.004, -0.003, 0.004], [-0.002, 0.002, -0.004], [-0.005, -0.007, -0.012], [-0.031, 0.031, 0.012], [0.000, 0.001, 0.014], [0.015, 0.008, 0.004], [0.013, -0.001, 0.008], [-0.001, -0.002, -0.001], [0.028, 0.028, -0.027], [0.000, -0.001, -0.002], [0.030, 0.033, -0.028], [-0.020, 0.008, -0.003], [0.008, 0.005, -0.002], [-0.002, 0.000, -0.001], [0.002, -0.002, -0.017], [0.001, 0.000, -0.002], [-0.008, 0.018, 0.007], [0.009, -0.018, 0.012], [0.001, 0.000, 0.001], [-0.002, 0.001, 0.003], [0.003, 0.004, 0.007], [0.001, -0.020, -0.006], [-0.004, -0.010, 0.005], [-0.018, -0.009, -0.018], [-0.001, -0.001, -0.001], [-0.005, -0.017, -0.011], [-0.004, 0.027, 0.006], [0.000, -0.005, -0.006], [-0.020, 0.020, 0.009], [0.006, -0.013, 0.001], [-0.014, 0.007, 0.017], [-0.001, 0.001, 0.003], [-0.058, 0.025, -0.013], [0.000, -0.003, 0.003], [-0.004, 0.008, -0.005], [0.007, 0.004, -0.001], [0.002, -0.029, -0.055], [-0.013, -0.002, -0.009], [0.001, -0.005, 0.002], [-0.002, -0.039, -0.002], [-0.020, -0.020, -0.019]],
  "lowdin_charge": [1.08, 0.96, 0.84, 0.80, -0.15, -0.51, -0.15, -0.01, -0.18, -0.04, -0.17, -0.18, -0.17, -0.15, -0.12, -0.16, -0.39, -0.14, -0.10, -0.17, -0.26, -0.05, -0.18, -0.33, -0.08, -0.06, -0.06, -0.15, -0.17, -0.09, -0.15, -0.17, -0.13, -0.17, -0.06, -0.06, -0.16, -0.15, -0.08, -0.08, -0.13, -0.08, -0.16, 0.02, -0.06, -0.28, -0.29, -0.14, -0.13, -0.08, -0.11, -0.29, -0.15, -0.32, -0.09, -0.31, 0.11, 0.08, 0.12, 0.13, 0.10, 0.06, 0.11, 0.11, 0.13, 0.10, 0.07, 0.13, 0.13, 0.10, 0.10, 0.11, 0.12, 0.12, 0.13, 0.07, 0.11, 0.10, 0.13, 0.13, 0.11, 0.13, 0.14, 0.13, 0.08, 0.06, 0.12, 0.14, 0.11, 0.11, 0.09, 0.14, 0.07, 0.08, 0.12, 0.14, 0.12, 0.12, 0.12, 0.11, 0.14, 0.08, 0.08, 0.10, 0.12, 0.11, 0.12, 0.13, 0.12, 0.10, 0.10, 0.11, 0.08, 0.11, 0.10, 0.10, 0.11, 0.14, 0.09, 0.13, 0.12, 0.11, 0.11]
}

=====

{
  "formula": "C5H13N2O2S2",
  "method": "ωB97M-V with the def2-TZVPD basis set",
  "gap_ev": 8.36,
  "e_homo_ha": -0.426,
  "de_lowest_kcal_mol": 41.0,
  "total_charge": 1,
  "species": ["S", "S", "O", "O", "N", "N", "C", "C", "C", "C", "C", "H", "H", "H", "H", "H", "H", "H", "H", "H", "H", "H", "H", "H"],
  "xyz": [[1.902, -0.071, 0.003], [-3.058, 0.774, 0.394], [3.286, 0.454, 0.625], [1.744, 0.565, -1.285], [0.159, 1.358, 1.261], [-0.696, 2.354, -0.741], [0.538, 0.058, 0.902], [-0.579, 2.292, 0.559], [2.409, -1.739, -0.401], [-2.879, -1.733, -0.681], [-2.250, -0.570, -0.029], [2.914, -1.668, -1.372], [1.626, -2.600, -0.253], [3.901, 0.411, -0.113], [-3.230, -2.349, 0.171], [3.127, -1.849, 0.354], [-1.416, 3.018, -1.110], [-3.705, -1.451, -1.401], [0.218, 1.556, 2.320], [-1.216, 2.850, 1.353], [-0.095, 1.910, -1.354], [-1.237, -0.726, 0.344], [-2.121, -2.303, -1.293], [0.659, -0.538, 1.747]],
  "forces_ev_per_a": [[-0.097, -0.590, -2.648], [-0.231, -0.407, -0.149], [-0.525, 0.085, 0.319], [0.051, 1.105, -0.127], [-1.211, 3.169, 1.335], [-2.241, 2.912, 1.719], [1.314, -0.039, -0.548], [-0.149, -2.047, 3.281], [-1.978, -1.314, 1.059], [0.002, -0.427, -1.646], [-0.725, 0.248, 0.724], [-0.580, -0.059, 0.110], [1.305, 1.984, -0.700], [0.803, 0.376, -0.221], [-0.048, -0.041, -0.703], [1.291, -0.959, 0.942], [1.164, -1.005, 0.360], [0.656, -0.329, 1.200], [-0.297, -0.220, -2.541], [1.193, -0.139, -2.312], [1.554, -1.408, -1.413], [-0.276, 0.087, -0.326], [-0.697, 0.337, 0.826], [-0.276, -1.320, 1.460]],
  "lowdin_charge": [0.79, 0.74, -0.17, -0.33, -0.03, 0.18, -0.37, -0.20, -0.10, -0.17, -0.68, 0.09, 0.14, 0.09, 0.10, 0.03, 0.17, 0.10, 0.20, 0.17, 0.08, 0.00, 0.09, 0.08]
}

=====

{
  "formula": "C3H12NO3Si",
  "method": "ωB97M-V with the def2-TZVPD basis set",
  "gap_ev": 10.96,
  "e_homo_ha": -0.525,
  "de_lowest_kcal_mol": 0.0,
  "smiles": "CC[C@H]([NH3+])[Si](O)(O)O",
  "total_charge": 1,
  "species": ["Si", "O", "O", "O", "N", "C", "C", "C", "H", "H", "H", "H", "H", "H", "H", "H", "H", "H", "H", "H"],
  "xyz": [[1.524, 0.270, 0.001], [1.347, 0.383, 1.564], [1.882, 1.687, -0.735], [2.304, -0.984, -0.610], [-0.073, -2.066, 0.079], [-1.727, 1.593, -0.017], [-0.239, -0.571, -0.359], [-1.520, 0.031, 0.092], [-2.751, 2.000, -0.158], [0.753, -2.547, -0.289], [-1.106, 2.024, -0.824], [2.029, 0.391, 2.224], [-2.316, -0.381, -0.626], [-1.818, -0.282, 1.118], [0.118, -1.950, 1.161], [-1.344, 2.082, 0.910], [1.254, 2.427, -0.887], [2.968, -0.805, -1.247], [-1.039, -2.632, 0.049], [-0.247, -0.673, -1.446]],
  "forces_ev_per_a": [[-3.082, 0.955, -1.521], [0.093, -0.298, 1.657], [-0.607, -0.247, -0.140], [0.770, -0.715, 0.446], [-2.571, 0.547, 3.914], [1.491, 0.435, 0.713], [2.153, 0.248, -1.311], [-3.501, 0.065, -0.550], [0.511, -0.984, 0.023], [-0.393, 0.137, -0.388], [-0.364, -0.296, 0.060], [0.452, 0.224, 0.456], [0.741, 0.230, 1.226], [0.322, 0.140, -0.560], [-0.404, -0.651, -2.407], [-0.235, -0.379, -0.553], [0.712, -0.881, 0.342], [1.236, -0.026, -0.943], [2.789, 1.318, -0.357], [-0.113, 0.178, -0.109]],
  "lowdin_charge": [0.19, -0.02, -0.06, -0.04, 0.14, -0.08, -0.31, -0.26, 0.09, 0.14, 0.06, 0.09, 0.13, 0.12, 0.20, 0.09, 0.10, 0.08, 0.23, 0.12]
}

=====

no.,total energy (hartree)
1,-5089.75745
2,-1254.27891
3,-691.36212